No. 1
ORCA calculation (ωB97M-V/def2-TZVPD) on the molecule C3H7N3S at a distorted geometry.

Computed properties:
SMILES: C/C=N\N=C/NS
HOMO level (eV): -8.578
Relative energy (zero: lowest compared OMol25 entry of this formula, charge and spin) (kJ/mol): 348.8
Charge: 0

Atoms and positions in Å:
1 C 2.81560 0.18053 0.16422
2 C 1.54293 -0.71660 -0.11314
3 C -1.48918 0.87797 -0.10247
4 H 2.54537 1.28772 -0.01752
5 H 3.66470 -0.15758 -0.56179
6 H 3.25543 -0.08295 1.13682
7 H 1.49807 -1.83773 -0.29564
8 H -1.92707 1.90824 -0.03553
9 H -1.79078 -1.13222 -0.33182
10 H -4.04053 -0.44625 1.18696
11 N 0.22534 -0.39129 -0.49218
12 N -0.19050 0.94002 -0.35056
13 N -2.22145 -0.31117 -0.09197
14 S -3.88793 -0.11868 -0.09538


No. 2
ORCA calculation (ωB97M-V/def2-TZVPD) on a structure of composition C10H8GaN3O4.

Computed properties:
HOMO level (eV): -17.480
Charge: +2

Atoms and positions in Å:
1 Ga -0.59664 0.10948 -0.15649
2 O -0.84642 -2.31921 3.09877
3 C -0.76037 -1.73528 1.96209
4 O -0.72869 -0.49361 1.80774
5 C -0.69439 -2.60562 0.74969
6 C -0.69614 -3.97415 0.61048
7 C -0.60471 -4.47952 -0.69859
8 C -0.51309 -3.63531 -1.79908
9 C -0.51752 -2.26376 -1.56839
10 N -0.61066 -1.82188 -0.32679
11 C -0.41643 -1.12385 -2.58548
12 O -0.35336 -1.32333 -3.75149
13 O -0.45634 0.08652 -1.99401
14 H -0.88241 -1.69925 3.85067
15 H -0.76241 -4.63066 1.46719
16 H -0.60264 -5.55147 -0.84793
17 H -0.43738 -4.01267 -2.81032
18 N -0.60578 2.80900 -0.92533
19 C -0.75271 4.06194 -0.51600
20 C -0.87057 4.05421 0.87068
21 C -0.78035 2.73142 1.24022
22 N -0.59502 1.96383 0.14018
23 H -0.47830 2.44996 -1.86512
24 H -0.76513 4.87932 -1.21940
25 H -1.00356 4.90607 1.51374
26 H -0.81452 2.28046 2.21826


No. 3
ORCA calculation (ωB97M-V/def2-TZVPD) on a structure of composition C10H22ClIO3PTb at a distorted geometry.

Computed properties:
Spin multiplicity: 7
HOMO level (alpha / beta) (eV): -15.060 / -15.062
Relative energy (zero: lowest compared OMol25 entry of this formula, charge and spin) (kJ/mol): 337.1
⟨S²⟩: 13.030
Charge: +2

Atoms and positions in Å:
1 C 1.31468 -2.94362 -0.82855
2 C 2.21115 -2.09519 -1.68146
3 H 1.30563 -3.96523 -1.23262
4 H 0.29636 -2.53265 -0.86782
5 H 1.64896 -2.98122 0.21333
6 O 1.88406 -1.56976 -2.77858
7 I 3.42827 -0.52164 -0.33972
8 Tb -1.35300 0.85082 0.22598
9 P -0.52274 1.34693 -2.37125
10 C 1.17940 1.80406 -2.79745
11 C -0.78841 -0.14752 -3.38025
12 H -2.58075 2.51281 -2.90783
13 H -1.49947 2.37476 -4.33399
14 H -1.16404 3.58721 -3.04852
15 C -1.54151 2.57855 -3.25613
16 H -1.71724 -0.63794 -3.05989
17 H -0.88112 0.16503 -4.42860
18 H 1.17986 2.40977 -3.71431
19 H 1.78872 0.89948 -2.92688
20 H 0.06186 -0.84269 -3.26221
21 H 1.59511 2.39203 -1.97007
22 C 3.73950 -2.30161 -1.54865
23 O 4.55333 -3.03732 -1.99795
24 Cl -3.72081 0.39044 -0.18888
25 C -2.05032 -0.97339 3.92689
26 C -2.00438 0.30426 3.10772
27 O -0.82425 0.35396 2.23963
28 C 0.46701 0.11243 2.88298
29 C 0.79554 1.19150 3.88720
30 H -1.99750 -1.86508 3.29303
31 H -3.00093 -1.00562 4.46768
32 H -1.24507 -1.01316 4.66723
33 H -2.87727 0.38313 2.44127
34 H -1.97371 1.19934 3.73356
35 H 0.41460 -0.87774 3.33810
36 H 1.18043 0.07883 2.05791
37 H 0.04196 1.26017 4.68009
38 H 1.75317 0.94733 4.35614
39 H 0.90291 2.16855 3.40288


no.,E_tot (Eh)
1,-680.8494
2,-2775.3778
3,-2542.9083